Computed, not measured: a molecular structure, C40H56KNO5S5Si, with ωB97M-V/def2-TZVPD.

Atoms and positions in Å:
K1 0.60296 0.68977 -0.46076
C1 1.64789 -0.04651 2.56798
C2 0.29350 0.26613 3.19013
C3 0.35159 1.59263 3.94132
C4 -0.15668 -0.86406 4.11147
O1 -0.60118 0.40529 2.08802
Si1 -2.21885 0.28967 1.84365
S1 -2.76652 0.78928 -0.04771
O2 -2.97566 1.13020 3.08194
C5 -3.42843 2.47064 3.13114
C6 -4.79258 2.56248 2.44624
C7 -2.43866 3.43084 2.47474
C8 -3.56208 2.80271 4.61905
O3 -2.53620 -1.30015 2.26116
C9 -3.73834 -1.92463 2.65155
C10 -4.96376 -1.32381 1.96250
C11 -3.87790 -1.80420 4.17101
C12 -3.60055 -3.39854 2.25855
H1 2.42498 -0.19726 3.32267
H2 1.97413 0.78423 1.93604
H3 1.57017 -0.96330 1.97787
H4 1.05997 1.52618 4.77234
H5 -0.63357 1.84075 4.34308
H6 0.69880 2.37707 3.26503
H7 0.58402 -1.01166 4.90243
H8 -0.26525 -1.79340 3.55065
H9 -1.11897 -0.62904 4.57331
H10 -4.69904 2.23661 1.40968
H11 -5.16757 3.58960 2.46554
H12 -5.51623 1.92336 2.96112
H13 -2.39214 3.25388 1.40035
H14 -1.43953 3.29352 2.89331
H15 -2.74660 4.46491 2.64635
H16 -4.20457 2.06563 5.10590
H17 -3.99657 3.79553 4.75931
H18 -2.58177 2.77911 5.09879
H19 -5.11584 -0.29084 2.28402
H20 -5.86046 -1.90097 2.20891
H21 -4.81973 -1.31403 0.88352
H22 -3.88337 -0.75177 4.45540
H23 -3.03092 -2.28983 4.66142
H24 -4.80137 -2.27624 4.51958
H25 -3.52502 -3.48293 1.17243
H26 -4.45746 -3.98593 2.59824
H27 -2.68923 -3.80999 2.69751
S2 3.63574 0.61106 -1.04212
C13 4.43001 1.50979 0.25888
C14 5.74473 1.13053 0.55931
C15 6.50700 1.74479 1.54021
C16 5.94866 2.78891 2.26559
C17 4.64929 3.18153 1.98850
C18 3.85290 2.57752 1.00142
S3 2.21532 3.21031 0.84489
H28 6.16953 0.31599 -0.01629
H29 7.52128 1.40478 1.72839
H30 6.50931 3.29799 3.04427
H31 4.20005 3.99199 2.55008
O4 0.00126 -1.64321 -0.26685
S4 -0.25148 -3.04988 0.09720
C19 -0.94287 -3.81145 -1.41428
C20 -0.05260 -3.86408 -2.65111
C21 0.42727 -2.52819 -3.21954
C22 -0.68126 -1.73642 -3.89031
S5 -0.27814 0.01932 -4.17878
O5 0.04438 0.55599 -2.84257
C23 1.31789 -0.22122 -4.97617
C24 1.39132 -0.73760 -6.26603
C25 2.63312 -0.92160 -6.85062
C26 3.78615 -0.57936 -6.14840
C27 3.69411 -0.04777 -4.87172
C28 2.45202 0.14120 -4.27609
C29 1.38385 -3.81289 0.06614
C30 1.53705 -5.17069 0.33124
C31 2.80657 -5.72407 0.32296
C32 3.91299 -4.91741 0.06870
C33 3.74719 -3.56120 -0.17196
C34 2.47729 -2.99784 -0.17425
H32 -1.85212 -3.22357 -1.56830
H33 -1.26675 -4.82092 -1.13976
H34 -0.60743 -4.40472 -3.42897
H35 0.81656 -4.48452 -2.41839
H36 1.20169 -2.74202 -3.96080
H37 0.88800 -1.91416 -2.44655
H38 -1.57896 -1.67177 -3.26931
H39 -0.96998 -2.17404 -4.85239
H40 0.48499 -0.98885 -6.80767
H41 2.70498 -1.32651 -7.85334
H42 4.75695 -0.72465 -6.60754
H43 4.57319 0.22633 -4.30120
H44 2.39689 0.56682 -3.27822
H45 0.67091 -5.78756 0.54733
H46 2.93496 -6.78093 0.52393
H47 4.90583 -5.35082 0.07161
H48 4.58923 -2.90531 -0.35762
H49 2.38229 -1.92992 -0.35401
N1 -0.43048 3.24912 -1.11275
C35 -0.79578 3.64255 -2.35816
C36 -2.07631 3.35970 -2.86092
C37 -2.41817 3.72247 -4.15135
C38 -1.51734 4.36946 -4.98748
C39 -0.24444 4.64724 -4.49452
C40 0.11726 4.29660 -3.20918
H50 0.46152 3.51691 -0.70511
H51 -1.13480 2.87615 -0.49164
H52 -2.78243 2.83235 -2.22983
H53 -3.41499 3.48323 -4.50880
H54 -1.79406 4.64397 -5.99844
H55 0.48849 5.14261 -5.12272
H56 1.11494 4.49703 -2.83541

Cartesian forces, eV/Å:
0.18 0.71 0.57
0.16 -0.10 0.11
0.04 0.02 0.05
0.09 -0.06 0.08
0.01 0.02 0.08
0.07 0.16 -0.31
-0.18 -0.19 0.11
-0.01 0.05 -0.07
0.05 -0.25 0.01
-0.12 0.19 0.07
-0.02 0.06 0.05
0.08 0.01 0.05
-0.01 0.02 -0.06
0.00 -0.01 -0.02
-0.10 -0.10 0.09
0.01 0.09 0.05
-0.01 -0.05 0.03
0.05 0.08 -0.01
-0.09 0.02 0.08
-0.03 -0.08 0.00
0.03 0.03 -0.07
0.01 -0.03 0.00
0.04 -0.03 -0.02
-0.03 0.00 -0.01
0.01 0.03 -0.01
-0.01 0.00 -0.02
0.02 -0.01 -0.04
0.00 -0.02 0.01
0.02 0.02 0.01
0.02 0.00 -0.01
-0.02 -0.01 0.02
-0.09 0.04 -0.07
-0.02 0.02 -0.01
0.00 -0.01 -0.01
0.01 0.02 -0.01
-0.02 -0.01 0.00
0.03 -0.08 -0.04
0.03 -0.02 0.02
0.00 0.00 -0.06
0.00 0.01 -0.03
0.00 0.01 -0.01
-0.01 -0.01 -0.01
0.01 0.01 -0.01
-0.02 0.02 0.02
0.00 0.00 0.00
-0.02 -0.06 -0.01
-0.10 -0.14 -0.19
0.16 0.06 0.14
0.06 -0.07 -0.04
-0.04 0.09 0.07
0.16 -0.04 0.04
-0.08 0.09 0.10
0.02 -0.06 -0.16
-0.02 0.00 -0.01
0.00 0.03 0.02
0.02 -0.03 -0.01
0.00 0.01 0.01
-0.21 -0.18 0.10
0.19 -0.28 -0.19
-0.08 -0.13 0.05
0.02 -0.06 0.07
0.12 0.04 -0.09
-0.07 -0.06 -0.13
0.08 -0.16 -0.11
-0.16 0.15 -0.28
-0.17 -0.10 -0.14
-0.04 0.03 0.05
0.02 0.00 -0.01
0.02 -0.01 -0.02
0.04 0.02 0.04
0.06 0.01 0.01
-0.15 -0.13 0.01
-0.04 0.09 -0.01
0.04 0.02 -0.01
0.00 0.02 0.00
0.06 -0.02 0.00
0.01 0.00 0.00
0.04 0.07 0.02
0.05 0.03 0.07
-0.01 0.01 0.01
0.03 0.04 -0.01
0.01 0.04 0.02
-0.01 -0.04 0.06
0.03 0.07 0.04
0.01 0.05 0.00
0.00 0.00 0.00
0.00 0.00 0.00
0.00 0.00 0.01
0.01 -0.01 -0.02
-0.06 -0.01 0.01
0.00 0.00 0.00
0.01 0.00 0.00
0.00 0.00 0.00
0.02 -0.03 0.00
-0.08 -0.01 0.00
-0.15 0.32 0.21
0.14 -0.05 -0.18
-0.06 0.02 -0.03
-0.11 -0.05 0.05
0.09 0.05 -0.08
-0.01 0.02 -0.04
-0.03 -0.08 0.20
0.04 -0.05 -0.11
-0.04 -0.09 -0.10
0.03 -0.01 0.02
0.02 0.01 -0.02
0.00 0.00 0.01
-0.03 0.00 -0.03
0.00 0.00 -0.02

Output
HOMO: -0.61 eV
Lowest unoccupied orbital energy: 0.1283 Ha
Energy above the lowest of the compared OMol25 structures with the same formula, charge and spin: 20.74 kJ/mol
Orbital gap: 4.10 eV
Total charge: -2

***

Computed, not measured: a molecular structure, C2H2CuO2 in a non-equilibrium geometry, with ωB97M-V/def2-TZVPD.

Atoms and positions in Å:
C1 -0.95625 0.37271 -0.15875
C2 -0.51806 1.52071 -0.12999
O1 2.59853 -0.22762 0.15207
Cu1 1.47256 -1.92681 0.13935
H1 -0.45021 2.58370 -0.28957
O2 -0.70141 -0.91880 -0.04910
H2 -1.44517 -1.40389 0.33599

Cartesian forces, eV/Å:
2.25 2.04 0.54
-1.58 -0.98 -0.49
-1.00 -1.77 0.01
1.00 2.04 -0.05
0.07 -0.47 0.13
-0.69 -1.08 0.01
-0.04 0.22 -0.15

Output
⟨S²⟩: 0.77
HOMO (alpha / beta): -9.16 / -8.32 eV
Lowest unoccupied orbital energy (alpha / beta): -0.0425 / -0.0392 Ha
Energy above the lowest of the compared OMol25 structures with the same formula, charge and spin: 249.92 kJ/mol
Multiplicity: 2
Orbital gap (alpha / beta): 8.01 / 7.26 eV

***

Computed, not measured: C4H6O4 in the gas phase in a non-equilibrium geometry, with ωB97M-V/def2-TZVPD.

Atoms and positions in Å:
C1 2.13268 0.22489 -0.25594
C2 0.92462 -0.71372 -0.33915
O1 0.90271 -1.54635 -1.20540
C3 -0.38130 -0.22840 0.40484
O2 -0.74091 -1.32181 1.20196
C4 -1.79260 0.28890 -0.10506
O3 -2.77149 -0.32424 0.12273
O4 -1.74736 1.56825 -0.54799
H1 1.87120 1.31138 -0.08518
H2 2.70344 0.28817 -1.14820
H3 2.81040 -0.18560 0.55411
H4 0.04309 0.63777 1.18916
H5 -1.30053 -1.90258 0.61146
H6 -2.65393 1.90335 -0.39734

Cartesian forces, eV/Å:
0.16 0.42 2.25
-0.73 3.01 -3.02
-0.35 -0.87 0.84
1.12 1.02 2.98
-0.55 -1.35 -0.46
2.92 1.19 -0.09
-1.29 -0.54 -0.25
-0.60 -0.36 0.38
-0.05 -1.32 0.49
0.33 -0.75 -1.01
-0.62 0.86 -0.68
-1.42 -2.07 -2.03
0.76 0.71 1.09
0.32 0.04 -0.49

Output
HOMO: -9.81 eV
Lowest unoccupied orbital energy: 0.0155 Ha
Structure (SMILES): CC(=O)[C@H](O)C(=O)O
Energy above the lowest of the compared OMol25 structures with the same formula, charge and spin: 225.21 kJ/mol
Orbital gap: 10.23 eV